[1]
2 unconnected molecules or ions with the total composition C4H9OP at a distorted geometry, computed with ωB97M-V/def2-TZVPD.

```
15
Properties=species:S:1:pos:R:3:lowdin_charge:R:1
C -0.487 2.338 -1.391 -0.131
C -0.818 1.902 -0.225 -0.068
C 0.006 -1.584 -1.035 -0.221
C 0.901 -0.634 1.686 -0.225
O -1.590 -1.524 1.241 -0.412
P -0.506 -0.761 0.566 0.696
H -0.389 3.325 -1.699 0.020
H 0.113 1.538 -2.006 0.077
H -1.004 2.353 0.684 -0.017
H 0.984 -1.006 -1.389 0.086
H 0.121 -2.592 -0.615 0.034
H -0.811 -1.608 -1.761 0.037
H 1.732 -1.347 1.508 0.062
H 1.151 0.368 1.675 -0.012
H 0.596 -0.768 2.761 0.073
```

Output
* ΔE to the lowest compared entry with this formula, charge and spin: 3.0716 eV
* LUMO (alpha / beta): -0.1742 / -0.1719 eV
* HOMO-LUMO gap (alpha / beta): 8.1 / 8.1 eV
* multiplicity: 1
* total energy: -15626.5628 eV

---

[2]
2 unconnected molecules or ions with the total composition C6H12O, computed with ωB97M-V/def2-TZVPD.

```
19
Properties=species:S:1:pos:R:3:lowdin_charge:R:1
C 2.226 -0.159 0.939 -0.112
C 1.651 -0.564 -0.418 -0.243
C 0.372 0.182 -0.752 -0.268
C -0.700 -0.434 -1.600 0.033
C -0.949 -0.397 -0.328 -0.254
C -1.749 -0.760 0.862 -0.035
H 3.139 -0.720 1.165 0.068
H 1.505 -0.351 1.743 0.069
H 2.474 0.909 0.964 0.071
H 1.413 -1.637 -0.413 0.112
H 2.402 -0.408 -1.205 0.106
H 0.488 1.276 -0.779 0.115
H -0.966 -0.768 -2.591 0.101
H -2.695 -1.229 0.579 0.083
H -1.959 0.127 1.467 0.079
H -1.177 -1.463 1.481 0.084
O -2.174 2.283 -0.256 -0.056
H -2.010 1.604 -0.923 0.014
H -1.292 2.509 0.063 0.034
```

Output
* ΔE to the lowest compared entry with this formula, charge and spin: 2.5460 eV
* LUMO: 0.9800 eV
* HOMO-LUMO gap: 10.3 eV
* SMILES: CC[C@H]1C=C1C.O
* multiplicity: 1
* total energy: -8461.8079 eV

---

[3]
A single C4H13N3 molecule at a distorted geometry, computed with ωB97M-V/def2-TZVPD.

```
20
Properties=species:S:1:pos:R:3:lowdin_charge:R:1
N 2.218 -1.653 -0.163 -0.024
C 0.879 -1.841 -0.827 -0.250
C -0.249 -1.287 0.040 -0.189
C -0.235 0.236 0.066 -0.399
N -0.810 0.683 -1.242 0.031
C -0.988 1.073 1.186 -0.258
N -1.009 2.494 0.875 -0.016
H 2.418 -0.661 -0.121 0.036
H 2.141 -1.834 0.833 0.052
H 0.990 -1.249 -1.738 0.104
H 0.817 -2.920 -0.958 0.103
H -0.171 -1.673 1.068 0.113
H -1.202 -1.539 -0.431 0.110
H 0.771 0.655 0.214 0.112
H -0.129 0.987 -1.931 0.068
H -1.440 1.461 -1.096 0.051
H -0.545 0.731 2.124 0.111
H -1.987 0.657 1.029 0.107
H -0.124 2.699 0.396 0.070
H -0.805 3.012 1.729 0.070
```

Output
* ΔE to the lowest compared entry with this formula, charge and spin: 1.0905 eV
* LUMO: 0.8888 eV
* HOMO-LUMO gap: 10.1 eV
* SMILES: NCC[C@@H](N)CN
* multiplicity: 1
* total energy: -8828.3221 eV

---

[4]
A single CH2N2O molecule at a distorted geometry, computed with ωB97M-V/def2-TZVPD.

```
6
Properties=species:S:1:pos:R:3:lowdin_charge:R:1
O 1.284 2.334 -1.300 -0.194
C 0.603 0.977 -0.832 -0.261
N -0.399 0.061 -1.010 0.119
N 0.927 -0.233 -0.427 0.107
H -1.042 0.207 -0.281 0.088
H 1.219 -0.744 0.388 0.141
```

Output
* ΔE to the lowest compared entry with this formula, charge and spin: 6.0960 eV
* LUMO: -0.1111 eV
* HOMO-LUMO gap: 10.0 eV
* SMILES: O=C1NN1
* multiplicity: 1
* total energy: -6090.9157 eV